ORCA calculation (ωB97M-V with the def2-TZVPD basis set) on an isolated ion of composition C9H16N3O and charge +1 in a non-equilibrium geometry.

Computed properties:
**Energy**: -16097.190 eV
**ΔE to the lowest compared entry with this formula, charge and spin**: 8.021 eV
**Gap between HOMO and LUMO**: 8.79 eV
**Total charge**: +1
**M**: 182.25 g/mol
**LUMO energy**: -2.82 eV

Structure (XYZ):
```
29
Properties=species:S:1:pos:R:3:mulliken_charge:R:1
O -1.2433 1.4767 -1.2973 -0.404
N 0.5542 0.0697 -1.8623 0.288
N -0.3558 0.6040 1.5735 0.056
N 0.1599 -1.6943 0.6415 0.393
C -0.7984 -0.7211 0.8731 -0.794
C -1.3903 1.6590 1.2365 -0.445
C -2.0948 1.5075 -0.1150 -0.522
C 1.3709 -1.0362 -1.4552 -0.373
C -0.2034 -2.9353 1.2701 -0.884
C 0.8450 0.6712 -3.1311 -0.868
C 1.1698 -1.7509 -0.3476 -0.351
C -0.3840 0.4650 -1.0798 0.027
C 1.0589 1.0364 1.6427 -0.857
H 0.9355 1.7445 -3.0801 0.375
H 0.4193 -3.7900 0.8952 0.369
H -0.7924 2.6937 1.3648 0.355
H 2.2561 -1.1472 -2.0299 0.325
H 1.1476 1.5936 2.6118 0.401
H -1.3324 -2.9896 1.0158 0.316
H 0.0296 0.4720 -3.9428 0.310
H 1.8640 0.2874 -3.5655 0.267
H -2.6710 0.6375 -0.0941 0.391
H -2.6449 2.4358 -0.3321 0.425
H -2.1645 1.7259 1.8967 0.410
H 1.9771 -2.4239 -0.1350 0.420
H -0.1862 -2.8313 2.3878 0.264
H 1.3410 1.7729 0.9011 0.367
H -0.7162 0.2491 2.5760 0.450
H 1.8484 0.2178 1.5813 0.289
```